Entry 1:
The following is a quantum chemistry calculation of a structure of composition C25H14Cl4N5O4RuS, from the OMol25 dataset.

XYZ file:
```
54
Properties=species:S:1:pos:R:3:forces:R:3
Ru -0.4562 0.9753 -0.6640 -1.493 0.136 -1.502
Cl 2.7659 2.2581 -4.2954 0.093 0.318 0.097
Cl -0.2233 -3.1754 -3.6928 -0.208 -0.232 0.203
Cl 3.0917 0.0426 -6.4695 0.217 0.080 -0.354
Cl 1.5196 -2.6327 -6.2018 0.076 -0.289 -0.344
S -0.9978 3.1214 -0.2770 0.218 -0.037 0.234
O -0.2743 -1.2086 1.5156 0.291 -0.517 0.495
O -0.1091 -0.9795 -1.7108 -0.369 0.149 1.333
O 0.4677 -2.3403 3.6487 -0.016 0.010 -0.156
O 1.0371 1.4253 -2.0468 0.351 0.483 0.556
N -2.0659 0.2957 0.3321 0.672 -0.942 -1.310
N -1.9845 0.2981 1.6606 -0.697 -0.362 1.618
N 1.3075 0.9996 0.9854 -0.877 1.138 -0.910
N -2.2350 0.6366 -2.3314 0.446 -0.614 1.791
N 5.4288 -1.4316 0.8994 -0.600 0.446 0.159
C -2.9854 -0.0913 -4.4713 -0.533 -0.387 0.329
C -1.2055 0.8012 5.7479 -0.088 0.196 0.179
C 0.5439 -0.7614 -2.7771 0.703 0.076 -1.032
C -0.8334 -0.3234 3.6498 0.171 -0.021 0.257
C -3.9611 -1.0350 -2.5038 0.299 0.384 0.905
C -3.9011 -0.9698 -3.8706 0.560 0.457 -0.582
C 3.5638 0.2657 1.2758 -1.463 1.884 0.654
C 4.5565 -0.6898 1.0660 1.661 -1.517 -0.369
C 3.8756 1.4703 1.9542 -0.223 -0.836 -0.539
C 1.4202 -1.4435 -4.9548 0.465 0.541 -0.397
C 2.8827 2.4108 2.1056 -0.077 -0.062 0.168
C 0.6545 -1.6925 -3.8251 -0.175 0.344 0.524
C -0.5502 -0.2263 6.4120 0.061 -0.082 0.025
C 1.9669 0.7379 -4.1063 -0.262 -0.051 0.486
C -3.0410 -0.3027 -0.3173 0.616 0.481 2.303
C 2.2417 0.0874 0.8269 0.861 -0.618 0.066
C -0.0144 -1.2870 5.7062 0.096 -0.086 0.067
C -0.9989 -0.4167 2.1845 -0.849 0.073 -1.222
C 2.0944 -0.2390 -5.0898 -0.270 -0.681 -0.154
C -3.1029 -0.2258 -1.7250 0.453 0.403 -2.097
C 1.1983 0.5296 -2.9546 0.065 -0.557 -0.471
C -2.1822 0.6793 -3.6454 0.123 0.284 -0.557
C 1.6122 2.1484 1.6094 -0.062 -0.457 -0.107
C -1.3556 0.7395 4.3750 0.151 -0.128 -0.009
C -0.1143 -1.3344 4.3167 -0.112 0.165 -0.089
H -1.5878 1.6489 6.3013 -0.059 0.021 0.019
H 1.9433 -0.8434 0.3587 -0.078 0.104 -0.172
H 3.0779 3.3430 2.6167 -0.032 0.030 -0.003
H 4.8721 1.6260 2.3433 0.063 0.023 -0.050
H -2.8979 -0.0199 -5.5446 0.056 0.007 -0.041
H -1.4614 1.3742 -4.0644 0.041 -0.061 0.032
H -4.5302 -1.6073 -4.4787 -0.016 -0.001 -0.022
H -1.8616 1.5168 3.8239 -0.108 0.074 -0.064
H 0.8058 2.8617 1.7032 -0.115 0.048 -0.205
H -4.6195 -1.7253 -1.9968 -0.086 -0.052 0.017
H 0.5085 -2.0895 6.2082 0.058 -0.040 0.033
H 0.3243 -2.1064 2.6663 -0.063 0.038 0.126
H -0.4384 -0.1992 7.4895 -0.016 0.026 0.034
H -3.7719 -0.8953 0.2318 0.080 0.215 0.050
```
Positions in Å, forces in eV/Å.

Its net charge is -2. As for the spin multiplicity: 2. The total energy is -105301.0557 eV. The expectation value of S² is 0.758. The HOMO energy (alpha / beta) comes out at -0.899 / -0.729 eV.

Entry 2:
The following is a quantum chemistry calculation of a structure of composition C23H20F6NO5PPd, from the OMol25 dataset.

XYZ file:
```
57
Properties=species:S:1:pos:R:3:forces:R:3
Pd 1.3526 -2.1237 0.1660 0.049 0.470 -0.930
P 2.3930 -3.9289 2.3752 0.229 0.040 -0.077
F -2.1774 -5.4688 -2.1368 -0.008 0.018 -0.026
F 3.4294 3.9316 -2.6497 0.033 -0.011 0.001
F -0.6171 -0.5618 -3.9045 0.050 -0.013 0.036
F -3.4463 -4.2566 -4.1761 -0.011 0.002 0.013
F -2.7344 -1.8168 -5.0490 0.014 -0.057 0.029
F -0.0806 -4.2198 -0.9482 0.163 -0.049 0.083
O -0.6075 -1.6191 0.6316 -0.004 -0.128 0.063
O 1.6792 0.0554 -0.0942 0.291 -0.290 -0.044
O -1.2475 -0.5179 2.4815 -0.096 -0.056 -0.090
O 2.7847 -3.4094 0.9716 -0.277 0.011 0.574
O 0.7512 -1.7924 -1.9365 -0.145 0.126 0.437
N -1.0246 3.0567 0.3376 0.147 0.109 -0.142
C 1.4743 4.7812 -1.7219 0.000 0.049 -0.018
C -0.6592 5.6951 -0.8026 -0.001 -0.049 0.028
C -2.4405 -3.6540 -3.6140 -0.030 -0.063 0.014
C 1.0192 2.2417 -0.6323 0.017 -0.057 0.084
C -0.9901 -1.7575 -3.4995 0.183 0.009 0.011
C -2.0387 5.1423 -0.4978 0.063 -0.078 -0.083
C -0.8002 -0.5629 1.3587 0.050 0.013 0.081
C 0.8031 0.9214 -0.0251 -0.289 0.145 0.106
C 1.0446 -5.0916 2.2380 0.102 -0.115 0.080
C -0.2495 -2.3660 -2.4172 -0.103 -0.200 -0.181
C 2.3582 3.7325 -1.9235 0.003 0.002 0.004
C -2.0532 -2.3818 -4.0730 -0.170 -0.035 -0.125
C -0.4423 0.7502 0.6902 0.144 0.069 -0.069
C -3.3591 3.6773 1.0656 0.031 -0.089 -0.025
C 0.3273 4.5841 -0.9863 -0.056 0.111 -0.039
C 3.7949 -4.6884 3.1648 0.027 -0.059 -0.086
C -1.2597 1.8212 0.8658 0.078 -0.099 0.027
C -1.7677 -4.2878 -2.5441 -0.180 -0.011 -0.150
C -0.7203 -3.6552 -1.9623 0.037 0.243 0.078
C 2.1448 2.4587 -1.3840 0.084 -0.095 -0.017
C -1.9780 4.1797 0.6734 -0.144 0.037 0.061
C 0.0851 3.2922 -0.4222 -0.272 -0.039 0.208
C 1.8585 -2.5682 3.4150 -0.016 -0.099 0.146
H -2.7211 5.9490 -0.2402 -0.021 0.014 0.003
H 4.1738 -5.4955 2.5374 0.016 0.004 0.026
H 2.8523 1.6563 -1.5505 0.025 0.068 -0.024
H -3.7664 2.9947 0.3164 -0.003 0.045 0.012
H -2.1412 1.7076 1.4756 0.001 0.050 -0.003
H 1.6898 5.7472 -2.1610 -0.003 -0.026 -0.023
H -3.3820 3.1978 2.0432 -0.006 0.019 -0.024
H 0.7423 -5.4711 3.2154 0.015 0.026 -0.020
H -4.0203 4.5400 1.1216 0.008 0.009 0.012
H -1.5223 4.6889 1.5282 0.061 -0.025 0.020
H 4.5710 -3.9312 3.2802 0.034 -0.042 0.020
H 0.1942 -4.5933 1.7709 -0.051 -0.012 0.007
H 2.5206 -1.7215 3.2336 0.007 0.054 0.034
H 1.3704 -5.9237 1.6128 -0.063 -0.018 0.000
H -2.4508 4.6284 -1.3717 -0.024 0.023 0.020
H 0.8209 -2.2949 3.2106 -0.003 0.045 -0.062
H -0.3205 6.3321 0.0227 0.018 -0.018 0.009
H -0.6698 6.3232 -1.6921 0.025 0.009 -0.016
H 1.9335 -2.8445 4.4687 -0.035 0.011 -0.024
H 3.5198 -5.0822 4.1440 0.006 0.003 -0.026
```
Positions in Å, forces in eV/Å.

Its net charge is +2. As for the spin multiplicity: 5. The total energy is -64959.8115 eV. The expectation value of S² is 6.081. The HOMO energy (alpha / beta) comes out at -14.640 / -15.232 eV.

Entry 3:
The following is a quantum chemistry calculation of a structure of composition C5H8N2O, from the OMol25 dataset.

XYZ file:
```
16
Properties=species:S:1:pos:R:3:forces:R:3
O 1.0587 -1.2937 1.9418 -0.209 0.093 -0.741
N 2.4186 1.5240 -0.1741 0.028 0.132 0.074
N 1.4651 0.5477 -0.4721 -0.470 -0.164 0.092
C 0.6461 -1.2834 0.8566 -0.073 0.145 0.601
C -0.0647 -1.5671 -0.3560 0.053 0.014 -0.253
C 0.2145 0.8285 -0.1996 0.470 -0.028 -0.060
C -2.1758 -0.0848 0.1623 -0.059 -0.036 -0.050
C -0.7101 -0.2286 -0.0926 0.182 -0.140 0.215
H -2.7782 -0.1900 -0.7496 0.037 0.013 0.064
H -2.3970 0.8961 0.5895 0.023 -0.042 -0.017
H -2.5394 -0.8342 0.8732 0.021 0.039 -0.021
H -0.1024 1.8472 0.0540 0.051 -0.027 0.021
H -0.7487 -2.3989 -0.1722 0.057 0.048 0.054
H 0.5336 -1.7193 -1.2621 -0.012 0.048 0.072
H 2.0309 2.4667 -0.1254 -0.010 -0.124 -0.067
H 3.1486 1.4900 -0.8737 -0.089 0.028 0.016
```
Positions in Å, forces in eV/Å.

Its net charge is 0. As for the spin multiplicity: 1. The total energy is -10338.5377 eV. The HOMO energy comes out at -6.700 eV.

Entry 4:
The following is a quantum chemistry calculation of a structure of composition C10H17N3OS, from the OMol25 dataset.

XYZ file:
```
32
Properties=species:S:1:pos:R:3:forces:R:3
S -1.7681 2.0451 -0.0842 -0.337 -1.649 -1.108
O 4.1682 0.0254 -1.2613 -0.245 0.748 -1.523
N 4.9457 -0.0817 0.9598 -11.226 -0.644 -5.789
N -2.2522 -0.5414 -0.6528 -2.826 -8.512 -1.614
N -0.1516 -0.0192 -0.1973 4.074 0.190 0.921
C -3.5745 -0.1667 -0.6679 -5.035 -4.667 0.856
C -5.3483 -1.5074 0.8149 4.553 1.930 -10.544
C 1.8808 0.1056 1.2399 0.107 15.646 -4.022
C -4.2309 -0.6780 0.6411 -3.464 -2.056 0.994
C -1.3679 0.2664 -0.4650 3.288 10.109 3.364
C 0.2530 -1.4146 -0.3545 3.071 4.736 -9.651
C 3.8623 -0.1211 -0.1334 4.095 -0.857 4.699
C 1.8268 -1.3116 -0.8775 -1.028 -2.294 5.369
C 0.8927 1.0351 0.3309 1.062 -6.533 -1.055
C 2.5876 -0.6229 0.4672 5.652 -11.040 -6.923
H -3.9396 0.7846 -0.6748 0.749 3.125 -0.311
H 2.4801 0.9371 1.7328 -0.029 -0.855 -0.353
H 2.0461 -0.6866 -1.7124 -0.532 0.259 -0.656
H -3.9193 -0.2605 1.6017 0.575 0.249 -0.436
H -2.0391 -1.6623 -0.5221 -0.869 3.867 -0.644
H -5.8351 -1.6590 1.6235 -2.911 -1.084 5.559
H 2.1769 -2.4032 -1.0003 -0.196 1.925 -0.039
H 0.3703 1.8210 0.6089 -2.530 3.136 2.892
H -0.1587 -1.4848 -1.6665 0.245 -1.493 4.338
H -5.8706 -1.9798 -0.2733 1.532 1.330 3.462
H 0.0173 -1.9026 0.4912 -0.759 -2.966 2.275
H 2.8636 -1.5266 1.1952 0.277 1.084 -1.948
H 1.3803 1.4763 -0.4755 1.380 0.072 -1.917
H 5.7375 0.2265 0.8258 9.881 3.883 -2.134
H 4.7628 -0.5180 1.7298 -1.341 -2.939 5.516
H 1.3451 -0.0761 1.9135 -7.767 -4.643 9.887
H -4.1376 -0.6306 -1.5190 0.551 -0.059 0.536
```
Positions in Å, forces in eV/Å.

Its net charge is 0. As for the spin multiplicity: 1. The total energy is -27988.0606 eV. The HOMO energy comes out at -7.305 eV.

Entry 5:
The following is a quantum chemistry calculation of a cluster of 7 separate species, C10H34O10 in total, from the OMol25 dataset.

XYZ file:
```
54
Properties=species:S:1:pos:R:3:forces:R:3
O 6.1492 9.8694 24.4160 0.815 0.024 -0.372
O 6.9280 6.6573 16.3138 0.231 -0.016 -0.181
O -0.1480 9.8094 26.6637 0.141 0.070 0.033
O 2.0475 12.8502 22.7603 -0.047 0.125 0.126
O 7.5944 10.3339 21.6016 0.143 -0.080 -0.113
O 2.7047 9.9814 22.2061 0.116 -0.045 -0.193
O 1.6524 12.0696 20.0708 -0.201 -0.211 -0.266
O 4.1229 7.5304 16.3255 -0.139 -0.135 -0.141
O 2.9355 6.5204 23.5522 0.221 0.189 0.242
O 2.5967 3.8753 22.5110 -0.149 0.136 -0.132
C 2.0959 13.3655 20.4073 0.307 0.257 -0.120
C 5.8717 8.6469 25.0447 -1.623 -0.600 0.678
C 3.6751 5.3835 23.9661 -0.308 -0.682 -0.187
C 3.8692 4.4528 22.7876 0.310 -0.004 -0.205
C 0.8147 10.7605 26.2402 -0.023 0.332 -0.332
C 6.2666 7.2824 17.3911 -0.323 -0.223 0.236
C 1.6166 13.7732 21.7745 -0.099 0.217 0.428
C 5.1789 8.2332 16.9398 0.706 0.563 0.428
C 4.0114 9.6425 21.7417 0.625 0.185 0.375
C 8.2526 9.6209 20.5658 -0.839 -0.491 -0.124
H 2.6468 9.6422 23.1032 -0.205 0.009 0.004
H 6.5975 7.8631 24.8425 0.394 0.421 -0.330
H 7.0104 7.8333 17.9690 0.077 0.012 -0.122
H 0.5247 13.8838 21.7984 0.016 -0.158 -0.135
H 5.7735 8.7136 26.1359 0.293 0.240 -0.057
H 4.8343 8.7999 17.8165 -0.251 -0.213 -0.064
H 7.2932 9.7083 22.2681 0.013 0.182 0.190
H 4.0068 7.8559 15.4310 -0.058 0.012 -0.002
H 7.7120 8.6905 20.3333 0.123 0.024 0.093
H 6.3076 6.0672 15.8741 -0.072 0.067 0.054
H 1.6395 10.2126 25.7885 0.027 -0.077 0.115
H 5.5593 10.5621 24.7231 -0.062 -0.127 0.088
H 4.2306 5.0361 21.9329 -0.053 -0.003 0.041
H 8.1747 10.2161 19.6579 0.387 0.171 0.065
H 2.4824 3.7973 21.5610 -0.001 -0.072 -0.003
H 9.2813 9.3476 20.8055 0.100 0.260 -0.028
H 2.1137 6.1804 23.1811 -0.054 0.038 -0.007
H 0.4283 11.4447 25.4741 -0.086 -0.130 0.034
H 5.8347 6.5227 18.0579 -0.035 0.099 -0.005
H 1.2027 11.3854 27.0502 0.007 -0.198 0.123
H 2.1857 11.4113 20.5305 -0.025 0.058 0.099
H -0.8588 10.2750 27.1102 -0.048 0.012 0.002
H 1.7149 11.9801 22.5085 0.124 -0.059 0.018
H 3.1904 13.4272 20.3597 -0.042 -0.030 0.079
H 4.6257 5.6822 24.4027 0.000 0.282 -0.114
H 4.0255 9.5649 20.6558 -0.291 -0.212 0.003
H 4.3404 8.7161 22.2171 -0.054 -0.176 -0.343
H 4.6006 3.6585 22.9721 -0.021 0.073 0.247
H 2.0286 14.7490 22.0472 0.083 -0.088 -0.038
H 5.6366 8.9806 16.2817 -0.136 -0.159 -0.185
H 4.7634 10.3952 22.0040 -0.240 0.131 0.049
H 3.1160 4.8111 24.7178 0.094 0.156 0.116
H 4.8925 8.2576 24.7142 0.205 -0.035 -0.081
H 1.7038 14.0660 19.6670 -0.075 -0.123 -0.085
```
Positions in Å, forces in eV/Å.

Its net charge is 0. As for the spin multiplicity: 1. The total energy is -31392.8332 eV. Its SMILES is OCCO.OCCO.OCCO.CO.CO.CO.CO. The HOMO energy comes out at -9.761 eV.

Entry 6:
The following is a quantum chemistry calculation of a cluster of 2 separate species, C5H10N2S in total, from the OMol25 dataset.

XYZ file:
```
18
Properties=species:S:1:pos:R:3:forces:R:3
S -3.3642 -1.5039 2.1643 -0.790 -0.715 0.128
N -2.9040 0.9531 1.0253 0.418 -0.591 -0.664
N -0.3878 -1.7417 1.8235 -1.362 -1.496 -1.098
C -0.4940 -0.3349 -0.2153 0.353 0.186 0.233
C 0.1472 0.8769 -0.7850 2.426 -0.868 -0.760
C 1.5548 0.5172 -1.4030 -1.846 -2.111 -2.537
C -3.0184 -0.1915 1.4049 -0.399 1.672 0.303
C -0.0854 -0.6610 1.0087 -0.442 1.131 1.855
H 1.5218 0.5069 -2.5487 -0.085 0.145 1.431
H -0.3671 1.3654 -1.5521 -1.314 0.487 -1.255
H -2.1973 1.1849 0.3163 -0.500 0.029 0.522
H -0.2566 -1.8015 2.8354 0.072 0.715 -0.899
H -1.1749 -0.8518 -0.8439 -0.323 -0.946 -0.365
H 2.3654 1.0950 -1.1552 1.639 1.964 0.858
H 0.3661 0.2449 1.4887 0.376 -1.408 0.051
H 0.3304 1.6421 -0.0813 0.079 0.764 1.289
H 1.8802 -0.5039 -1.1622 -0.423 0.156 0.194
H -1.2603 -2.2676 1.5093 2.120 0.888 0.716
```
Positions in Å, forces in eV/Å.

Its net charge is 0. As for the spin multiplicity: 1. The total energy is -19160.5062 eV. Its SMILES is CC/C=C/N.N=C=S. The HOMO energy comes out at -7.937 eV.

Relative energy (zero: lowest compared OMol25 entry of this formula, charge and spin)? In order: 0.0, 41.6, 404.1, 1097.0, 61.6, 231.5 kJ/mol.
Strongest force on any atom? In order: 2.5, 1.0, 0.8, 16.2, 1.9, 3.8 eV/A.